Record 1
75
Properties=species:S:1:pos:R:3 method="wB97M-V/def2-TZVPD" energy_ev=-51889.6880 lumo_energy_ev="-6.28 / -8.51" homo_lumo_gap_ha="0.26111 / 0.21470" charge=+2 multiplicity=4
Re -0.56737 0.15134 -0.19278
C -1.85061 1.62534 0.63729
C -2.56827 0.79975 -0.29915
C -1.82964 -0.57753 1.40578
C -1.46828 0.76812 1.73370
C -2.54286 -0.55394 0.16426
C -1.78275 3.11818 0.69179
H -1.39547 3.56990 -0.22318
H -1.15784 3.45022 1.51998
H -2.78577 3.53004 0.86476
C -1.41353 1.21232 3.15217
H -1.22838 2.28710 3.26324
H -0.70397 0.65045 3.79210
H -2.44177 1.00010 3.54340
C -1.99232 -1.62289 2.47574
H -3.02105 -1.46644 2.86624
H -1.29564 -1.47833 3.30312
H -1.90529 -2.66025 2.12735
C -3.19085 -1.76016 -0.45036
H -4.23660 -1.61033 -0.76105
H -3.15317 -2.60412 0.23584
H -2.64447 -2.05044 -1.34965
C -3.15973 1.28588 -1.59884
H -4.15917 1.74422 -1.59114
H -3.22694 0.43779 -2.29419
H -2.48566 2.04019 -2.00906
C 1.41681 0.53599 -1.79605
C 0.24933 1.28154 -1.97409
C -0.25893 1.46623 -3.41971
C -1.17070 0.33290 -3.93911
C -1.18135 -0.89533 -3.04742
C -0.06484 -1.61892 -2.87938
C 1.21910 -1.31053 -3.59814
C 2.06872 -0.14746 -2.98004
H 0.59751 1.54914 -4.11123
H -0.83323 0.01780 -4.94473
H -0.77984 2.43657 -3.51997
H 2.26600 0.58376 -3.79249
H 2.08110 0.69960 -0.93506
H 0.01261 2.15692 -1.33198
H 3.07937 -0.52801 -2.73351
H 1.83296 -2.22509 -3.65370
H -0.08918 -2.60495 -2.41056
H 0.98245 -1.02762 -4.64164
H -2.19023 0.72351 -4.06826
H -2.17385 -1.31726 -2.85331
P 1.69058 1.68009 1.27597
C 1.50996 2.45198 2.92838
H 2.41270 3.04982 3.12362
H 1.42490 1.67239 3.71193
H 0.62078 3.10261 2.93972
C 3.34515 0.88341 1.35650
H 4.05021 1.64219 1.71165
H 3.64800 0.51639 0.36947
H 3.30238 0.05816 2.08123
C 1.94741 3.16704 0.20334
H 2.10780 2.85372 -0.83753
H 2.81977 3.72883 0.56171
H 1.05122 3.80670 0.24903
P 0.89349 -2.21869 0.61542
C -0.14970 -3.60158 -0.02476
H 0.49181 -4.45940 -0.27781
H -0.69795 -3.29046 -0.92347
H -0.89026 -3.90630 0.73122
C 2.46780 -2.25512 -0.31526
H 2.29583 -1.84256 -1.32173
H 2.83294 -3.29149 -0.39622
H 3.21873 -1.64188 0.21127
C 1.34995 -2.84557 2.29155
H 1.64287 -3.90970 2.20844
H 0.48183 -2.75899 2.96807
H 2.17391 -2.25881 2.73920
O 2.78245 -0.70238 4.26166
N 1.68163 -0.18027 4.50367
O 0.63742 -0.84544 4.67676

Record 2
74
Properties=species:S:1:pos:R:3 method="wB97M-V/def2-TZVPD" energy_ev=-54398.3659 lumo_energy_ev=0.14 relative_energy_kcal_mol=0.0 homo_lumo_gap_ha=0.24037
P 0.43480 -1.94585 -4.78285
P 0.29328 1.19288 -4.67845
C 0.05045 -1.04530 -6.38275
C 0.55353 0.39777 -6.35676
H -1.04217 -1.08428 -6.50896
H 0.51693 -1.60958 -7.20282
H 1.63347 0.44768 -6.56392
H 0.02661 1.01176 -7.10112
C -1.29427 2.04488 -5.06052
H -1.50349 2.75144 -4.24763
H -2.10225 1.30526 -5.11347
H -1.21811 2.58735 -6.01281
C 1.40622 2.62799 -4.92704
H 1.19024 3.14207 -5.87251
H 2.44216 2.26998 -4.92402
H 1.25956 3.31838 -4.08836
C -0.68906 -3.36964 -5.04615
H -0.47715 -4.11230 -4.26851
H -0.54285 -3.81765 -6.03732
H -1.72237 -3.02016 -4.94110
C 1.98882 -2.76070 -5.34268
H 2.78882 -2.01359 -5.40560
H 1.84242 -3.23894 -6.32064
H 2.25901 -3.51798 -4.59648
Sr 0.05438 -0.46433 2.31713
C 0.89010 1.18992 -0.10480
C -0.45372 1.10263 -0.17982
C -1.24788 0.20126 -1.08352
C -1.59925 -1.22566 -0.58050
C -0.53620 -2.05952 0.07939
C 0.79512 -1.97052 -0.12953
C 1.46062 -1.13493 -1.17672
C 1.89547 0.30069 -0.78177
C 0.34932 -2.61000 3.70188
H 1.33798 2.03385 0.44434
H -1.07357 1.82137 0.38432
H -0.79355 0.14521 -2.08547
H -2.21983 0.71056 -1.22649
H -2.45710 -1.14084 0.11214
H -1.97325 -1.77734 -1.46116
H -0.92240 -2.85001 0.74507
H 1.49019 -2.61348 0.43427
H 0.84621 -1.10182 -2.09077
H 2.40034 -1.66122 -1.42415
H 2.77924 0.23065 -0.12320
H 2.26907 0.78436 -1.70319
H 1.09138 -2.39034 4.48515
H 0.67646 -3.51051 3.16116
H -0.60507 -2.82913 4.19968
C -3.12891 0.53850 2.99289
Si -2.09552 0.97207 4.51502
C -2.66904 2.57900 5.26560
C -2.25359 -0.45738 5.72164
N -0.44500 1.16793 4.03893
C 0.70432 1.35753 4.73712
C 1.96415 1.25242 4.04924
C 3.16136 1.32137 4.76047
C 3.15484 1.59077 6.13577
C 1.93496 1.72956 6.81205
C 0.72567 1.60614 6.13702
H -4.16118 0.49390 3.37808
H -2.94528 -0.43815 2.50680
H -3.10026 1.32529 2.22327
H -3.71299 2.52482 5.60175
H -2.05261 2.87206 6.12574
H -2.59144 3.37802 4.51532
H -2.02511 -1.43033 5.26124
H -1.59195 -0.33563 6.59070
H -3.28891 -0.49457 6.09201
H 1.97930 1.16957 2.94483
H 4.11265 1.18302 4.24031
H 4.09290 1.71202 6.68201
H 1.91343 1.94474 7.88012
H -0.23047 1.69506 6.66113

Record 3
90
Properties=species:S:1:pos:R:3 method="wB97M-V/def2-TZVPD" energy_ev=-83888.3800 lumo_energy_ev=-4.65 relative_energy_kcal_mol=40.7 homo_lumo_gap_ha=0.29272 charge=+2
Hf -0.19191 0.63848 0.78236
C -0.49005 -0.37693 4.38059
N 0.92653 -0.04923 4.25778
C 1.96618 -0.76647 4.81206
C 3.09926 -0.08980 4.51793
N 2.75822 1.02917 3.79441
B 3.78905 2.10986 3.34762
N 3.63213 2.46747 1.81372
C 4.09115 3.68457 1.36502
C 3.90524 3.74847 0.02939
N 3.32955 2.55379 -0.34178
C 2.99641 2.17519 -1.70531
C 3.15434 1.79559 0.76757
S 2.43668 0.21032 0.73667
C 1.43696 1.04152 3.64450
S 0.48908 2.20498 2.77852
H -0.63020 -0.97496 5.27704
H -0.85185 -0.94518 3.51971
H -1.06683 0.54079 4.46264
H 1.80155 -1.66621 5.37782
H 4.12339 -0.29883 4.76901
H 4.88645 1.65118 3.53020
H 3.58947 3.13255 3.94935
H 4.52104 4.39880 2.04456
H 4.15392 4.51028 -0.68796
H 3.60611 2.76324 -2.38651
H 1.94343 2.34202 -1.92436
H 3.20830 1.12053 -1.85430
N 0.32381 -1.62450 0.17916
C 0.07787 -1.72197 -1.28272
C 0.67962 -2.95833 -1.94644
C 2.16170 -3.27178 -1.71005
C 3.15230 -2.25985 -2.28331
N 2.94220 -2.00003 -3.70439
C 3.49391 -2.65156 -4.71161
N 3.20326 -2.29454 -5.96626
N 4.34064 -3.66198 -4.50571
C 0.40260 -0.36933 -1.94094
O 0.95457 -0.28630 -3.02001
O -0.04787 0.66165 -1.27462
H 1.27549 -1.92700 0.37929
H -0.29955 -2.27108 0.65983
H -1.00869 -1.77820 -1.40971
H 0.48218 -2.87638 -3.01676
H 0.10618 -3.82274 -1.60264
H 2.34847 -4.25775 -2.14385
H 2.38003 -3.38541 -0.64420
H 4.18062 -2.57822 -2.10745
H 3.04771 -1.30345 -1.77128
H 2.20943 -1.31515 -3.88039
H 2.63366 -1.48765 -6.15295
H 3.57613 -2.79379 -6.75451
H 4.54431 -3.99030 -3.57953
H 4.82298 -4.10096 -5.27065
C -4.04363 -3.62047 0.63895
C -3.96431 -2.13184 0.92239
C -4.85494 -1.78493 2.10480
O -2.59316 -1.83601 1.34185
B -2.17673 -0.68186 0.73106
O -3.03559 -0.29734 -0.28130
C -4.17597 -1.20602 -0.33641
C -5.43771 -0.36170 -0.29445
C -4.09604 -1.93185 -1.67104
H -3.82207 -4.16906 1.55409
H -3.33231 -3.93026 -0.12583
H -5.04668 -3.89886 0.31309
H -4.57406 -2.40929 2.95262
H -5.90420 -1.97064 1.87631
H -4.73953 -0.74116 2.39842
H -5.46404 0.27693 0.58628
H -6.32819 -0.99120 -0.30028
H -5.47024 0.27247 -1.18108
H -3.16525 -2.49201 -1.77579
H -4.14438 -1.19606 -2.47384
H -4.92670 -2.62667 -1.79330
S -2.83062 1.69027 2.30961
C -2.24030 2.85343 1.28440
N -2.24261 4.14482 1.55340
C -1.88894 5.24061 0.64398
C -1.84702 4.72092 -0.77701
C -1.01094 3.45959 -0.80742
N -1.60499 2.41556 0.07716
H -2.59026 4.38451 2.47159
H -0.92098 5.65229 0.93707
H -2.63603 6.02409 0.75613
H -1.41355 5.47471 -1.43234
H -2.85763 4.50888 -1.13505
H -0.00254 3.67326 -0.44052
H -0.93051 3.03083 -1.80168
H -2.28451 1.82945 -0.42240